{"formula": "C84H196N14O17", "method": "wB97M-V/def2-TZVPD", "species": ["C", "O", "C", "C", "N", "H", "H", "C", "C", "O", "C", "H", "H", "H", "H", "H", "H", "H", "H", "H", "H", "H", "H", "H", "H", "C", "C", "N", "C", "C", "C", "C", "C", "O", "C", "H", "H", "H", "H", "H", "H", "H", "H", "H", "H", "H", "H", "H", "H", "H", "H", "H", "H", "H", "H", "C", "C", "N", "C", "C", "C", "C", "C", "O", "C", "H", "H", "H", "H", "H", "H", "H", "H", "H", "H", "H", "H", "H", "H", "H", "H", "H", "H", "H", "H", "C", "C", "N", "C", "C", "C", "C", "C", "O", "C", "H", "H", "H", "H", "H", "H", "H", "H", "H", "H", "H", "H", "H", "H", "H", "H", "H", "H", "H", "H", "C", "C", "C", "C", "N", "C", "C", "C", "C", "C", "H", "H", "H", "H", "H", "H", "H", "H", "H", "H", "H", "H", "H", "H", "H", "H", "H", "H", "H", "H", "C", "C", "C", "C", "N", "C", "C", "C", "C", "C", "H", "H", "H", "H", "H", "H", "H", "H", "H", "H", "H", "H", "H", "H", "H", "H", "H", "H", "H", "H", "C", "C", "C", "C", "N", "C", "C", "C", "C", "C", "H", "H", "H", "H", "H", "H", "H", "H", "H", "H", "H", "H", "H", "H", "H", "H", "H", "H", "H", "H", "C", "C", "C", "C", "N", "C", "C", "C", "C", "C", "H", "H", "H", "H", "H", "H", "H", "H", "H", "H", "H", "H", "H", "H", "H", "H", "H", "H", "H", "H", "C", "C", "C", "C", "N", "C", "C", "C", "C", "C", "H", "H", "H", "H", "H", "H", "H", "H", "H", "H", "H", "H", "H", "H", "H", "H", "H", "H", "H", "H", "C", "C", "C", "C", "N", "C", "C", "C", "C", "C", "H", "H", "H", "H", "H", "H", "H", "H", "H", "H", "H", "H", "H", "H", "H", "H", "H", "H", "H", "H", "N", "O", "O", "O", "N", "O", "O", "O", "N", "O", "O", "O", "N", "O", "O", "O"], "positions_angstrom": [[-2.1808, 4.5924, 2.2886], [-1.0174, 3.9728, 1.5855], [-1.1413, 2.5136, 1.7153], [0.2718, 1.9701, 1.3451], [0.6040, 1.9457, -0.1177], [1.5246, 1.4979, -0.1877], [-0.1020, 1.3375, -0.6413], [0.8387, 3.2762, -0.8234], [1.0125, 3.0107, -2.3354], [2.1475, 2.2907, -2.6431], [1.9052, 0.9693, -3.0186], [-3.0803, 4.0609, 2.0120], [-2.2373, 5.6138, 1.9627], [-1.9867, 4.5542, 3.3651], [-1.8903, 2.0800, 1.0324], [-1.3535, 2.1738, 2.7318], [0.3948, 0.9621, 1.7141], [0.9295, 2.6900, 1.8231], [1.7038, 3.7150, -0.3125], [-0.0733, 3.8254, -0.6297], [1.1214, 4.0022, -2.8021], [0.1270, 2.6205, -2.8324], [2.8476, 0.4893, -3.2812], [1.1778, 0.8139, -3.8268], [1.5154, 0.4140, -2.1289], [5.3425, -0.5668, 6.4938], [3.9666, -1.1162, 6.1630], [3.5537, -0.7590, 4.7341], [2.2418, -1.3937, 4.5423], [3.3524, 0.6864, 4.6313], [2.4064, 1.3415, 5.6320], [4.6291, -1.1857, 3.6961], [5.0272, -2.6293, 3.6903], [4.0716, -3.3406, 2.9441], [4.4361, -4.7172, 2.8598], [6.1578, -0.8659, 5.8179], [5.5611, -0.8604, 7.5371], [5.3555, 0.5399, 6.5115], [3.3280, -0.5543, 6.8597], [3.7926, -2.1801, 6.3473], [1.4963, -1.0155, 5.2385], [2.3590, -2.4608, 4.6796], [1.9650, -1.2387, 3.5052], [2.9734, 0.7770, 3.6201], [4.3511, 1.0770, 4.6333], [2.3243, 2.4076, 5.3972], [2.7459, 1.2273, 6.6586], [1.4038, 0.9084, 5.5449], [5.5157, -0.6154, 3.8691], [4.2199, -0.9162, 2.7346], [5.1870, -3.0488, 4.7049], [5.9869, -2.7595, 3.1771], [4.5850, -5.1898, 3.8263], [5.3733, -4.7405, 2.2826], [3.6369, -5.2712, 2.3575], [-7.4744, -0.9684, 5.6288], [-6.0423, -0.5712, 5.7665], [-5.4533, 0.0849, 4.5422], [-5.1205, -0.9870, 3.5875], [-6.4043, 1.0737, 3.9115], [-5.9245, 1.7587, 2.6544], [-4.0403, 0.7426, 4.8183], [-4.0430, 1.7915, 5.9078], [-4.6691, 2.9412, 5.3923], [-4.8962, 3.9424, 6.4217], [-7.6500, -1.4984, 4.6874], [-8.1625, -0.1523, 5.8099], [-7.6363, -1.7355, 6.3879], [-5.3696, -1.4002, 5.9387], [-5.9193, 0.1481, 6.5551], [-4.6750, -0.6912, 2.6511], [-6.0086, -1.5544, 3.3069], [-4.4244, -1.6855, 4.0496], [-6.7624, 1.7731, 4.6450], [-7.2803, 0.4639, 3.6250], [-5.0966, 2.4049, 2.9380], [-6.7355, 2.4440, 2.4111], [-5.7093, 1.1039, 1.8070], [-3.6491, 1.0781, 3.8615], [-3.4322, -0.1351, 5.0581], [-2.9818, 1.9462, 6.0853], [-4.4930, 1.4392, 6.8620], [-5.4921, 4.7675, 6.0133], [-3.9809, 4.3361, 6.8561], [-5.4956, 3.4051, 7.1635], [-2.4762, -2.7308, -0.4105], [-3.6028, -3.4669, -0.9825], [-4.9807, -3.1774, -0.3173], [-5.1102, -1.6553, -0.2632], [-6.0493, -3.7542, -1.2359], [-7.4577, -3.7800, -0.6681], [-4.9787, -3.6098, 1.0841], [-4.6137, -5.0169, 1.3416], [-5.3777, -5.9062, 0.5901], [-5.1294, -7.2841, 0.9476], [-1.6239, -3.1783, -0.9547], [-2.3047, -2.8954, 0.6491], [-2.5681, -1.6741, -0.6020], [-3.4114, -4.5390, -1.0760], [-3.7989, -3.1273, -1.9959], [-4.3846, -1.3348, 0.4814], [-6.1425, -1.4270, 0.0171], [-4.9387, -1.1188, -1.2118], [-5.7495, -4.7402, -1.5298], [-6.0662, -3.1873, -2.1517], [-8.2023, -3.8741, -1.4675], [-7.6144, -2.8565, -0.1203], [-7.5220, -4.6248, 0.0250], [-5.9816, -3.4553, 1.4558], [-4.2221, -3.0370, 1.6571], [-4.7981, -5.2168, 2.4016], [-3.5129, -5.0697, 1.1825], [-5.7418, -7.8603, 0.2807], [-5.5388, -7.4820, 1.9437], [-4.0748, -7.5943, 0.8752], [-9.9804, 0.9524, -1.0760], [-8.9315, 0.4296, -2.0343], [-7.5949, 1.1096, -1.9012], [-7.6815, 2.5854, -1.7819], [-6.3955, 3.3497, -2.0002], [-5.5008, 3.3179, -0.7493], [-4.6916, 4.6129, -0.8282], [-5.3647, 5.4674, -1.9281], [-6.7046, 4.7863, -2.1906], [-5.5261, 2.8693, -3.1710], [-10.2310, 1.9932, -1.1747], [-9.7100, 0.9118, -0.0256], [-10.9436, 0.4359, -1.0663], [-9.2905, 0.5624, -3.0810], [-8.7855, -0.6153, -1.8543], [-6.9223, 0.7923, -2.7039], [-7.0998, 0.7531, -0.9827], [-8.1340, 2.8847, -0.8241], [-8.4059, 2.9569, -2.5295], [-4.9519, 2.3713, -0.7156], [-6.1853, 3.2581, 0.1414], [-3.6822, 4.3835, -1.1356], [-4.5578, 5.0315, 0.1548], [-4.8198, 5.5882, -2.8622], [-5.4734, 6.5011, -1.6814], [-7.0177, 4.8705, -3.2284], [-7.4660, 5.1168, -1.5165], [-4.9874, 1.9757, -2.9136], [-4.8420, 3.6451, -3.4597], [-6.1700, 2.6637, -4.0323], [-1.2700, -0.2837, 7.9637], [-1.8298, -1.4533, 7.1626], [-1.2319, -2.8272, 7.5501], [-1.8761, -3.9458, 6.7364], [-0.9735, -4.9437, 6.1680], [-0.0005, -4.2059, 5.2005], [0.2649, -5.2864, 4.0969], [-0.7023, -6.5163, 4.3722], [-1.7266, -5.9434, 5.2780], [-0.3192, -5.7630, 7.2250], [-1.4376, -0.4192, 9.0366], [-1.7645, 0.6616, 7.6930], [-0.1962, -0.1444, 7.7751], [-1.6786, -1.1631, 6.0976], [-2.9131, -1.6297, 7.3958], [-1.2317, -2.9397, 8.6338], [-0.2131, -2.9740, 7.1676], [-2.4304, -3.5110, 5.9088], [-2.5263, -4.5645, 7.3774], [0.9155, -3.9003, 5.7134], [-0.5577, -3.3933, 4.7652], [1.2974, -5.5966, 3.9751], [-0.0585, -4.9003, 3.1066], [-0.1716, -7.3053, 4.8876], [-1.0307, -6.8893, 3.4140], [-2.2788, -6.5764, 5.9361], [-2.3935, -5.3714, 4.6695], [0.2995, -5.0972, 7.8525], [0.3637, -6.5003, 6.8072], [-1.1145, -6.1649, 7.8291], [8.0256, 2.5433, 4.1124], [7.6485, 1.6063, 2.9849], [8.2574, 1.9346, 1.6065], [7.6025, 3.3760, 1.2107], [7.7451, 3.8517, -0.2963], [6.8984, 5.1317, -0.2990], [5.4973, 4.6489, -0.6600], [5.7151, 3.5122, -1.6493], [7.1110, 2.9414, -1.3143], [9.2072, 4.1626, -0.5491], [7.7196, 3.5837, 3.9342], [9.0843, 2.4972, 4.3938], [7.5452, 2.1896, 5.0174], [6.5603, 1.6955, 2.8592], [7.7615, 0.5410, 3.2166], [8.0284, 1.1451, 0.9048], [9.3288, 2.0269, 1.5395], [8.0669, 4.1919, 1.7889], [6.5216, 3.2625, 1.3639], [7.2909, 5.8124, -1.0680], [7.0068, 5.5219, 0.7159], [4.9372, 5.4551, -1.1197], [4.9400, 4.2938, 0.2000], [5.5979, 3.8633, -2.6679], [4.9921, 2.7132, -1.5055], [7.7566, 2.7918, -2.2111], [7.0250, 1.9794, -0.7642], [9.3167, 4.6086, -1.5427], [9.7799, 3.2464, -0.5613], [9.5081, 4.8272, 0.2612], [2.0379, 6.1867, -7.8699], [1.9048, 5.3961, -6.6071], [2.4788, 3.9859, -6.5888], [3.9613, 3.8463, -6.7838], [4.5277, 2.4323, -6.8446], [4.2790, 1.7256, -5.6052], [5.4163, 0.6544, -5.4333], [6.4480, 1.0771, -6.5423], [6.1074, 2.4470, -6.9123], [3.9778, 1.6154, -7.9668], [1.4917, 7.1062, -7.7552], [1.6252, 5.7236, -8.7779], [3.0757, 6.5153, -8.0716], [0.8353, 5.2604, -6.4520], [2.2287, 5.9683, -5.7390], [1.9936, 3.3821, -7.3453], [2.1741, 3.5719, -5.6290], [4.5755, 4.2736, -5.9899], [4.3152, 4.2784, -7.7277], [3.2881, 1.3304, -5.6256], [4.1868, 2.3766, -4.7305], [5.0284, -0.3598, -5.5021], [5.8362, 0.7294, -4.4283], [6.4282, 0.3997, -7.3893], [7.4893, 1.0286, -6.2197], [6.4510, 2.6857, -7.9247], [6.3734, 3.2074, -6.1856], [4.4398, 0.6467, -7.8192], [4.2835, 2.0094, -8.9393], [2.9144, 1.4125, -7.9430], [-2.3007, 3.3723, -5.9299], [-0.9969, 2.6174, -6.2443], [-1.0918, 1.1974, -5.6156], [-2.0944, 0.2965, -6.3601], [-1.9737, -1.1639, -6.0991], [-0.6439, -1.7194, -6.7450], [-1.1211, -2.3021, -8.0080], [-2.4543, -2.9816, -7.6348], [-3.1190, -1.8386, -6.8992], [-1.9294, -1.5064, -4.6224], [-2.4370, 3.5055, -4.8527], [-3.1991, 2.8792, -6.2980], [-2.3546, 4.3843, -6.3736], [-0.1351, 3.1460, -5.8104], [-0.8103, 2.5208, -7.3208], [-1.4373, 1.2263, -4.5801], [-0.1091, 0.7018, -5.6311], [-1.8990, 0.3820, -7.4251], [-3.1631, 0.5451, -6.2121], [-0.3569, -2.4731, -6.0332], [0.0415, -0.8873, -6.7327], [-0.3100, -2.9483, -8.3179], [-1.3224, -1.5423, -8.7473], [-2.2426, -3.7961, -6.8949], [-3.0035, -3.3750, -8.4833], [-3.9196, -1.9984, -6.1933], [-3.4650, -1.1005, -7.6137], [-0.9375, -1.2103, -4.2368], [-2.0561, -2.5955, -4.5041], [-2.7094, -0.9176, -4.1257], [1.1789, -1.9818, 0.7258], [1.4785, -3.0190, -0.3203], [2.6945, -2.9234, -1.1857], [3.9903, -2.6014, -0.4977], [5.1773, -2.4193, -1.4831], [5.5902, -3.7370, -2.2336], [6.6980, -4.3465, -1.3702], [7.4706, -3.0893, -0.9369], [6.3648, -2.1396, -0.5122], [4.9724, -1.3456, -2.5344], [0.9297, -1.0078, 0.3289], [2.0354, -1.8470, 1.4076], [0.3231, -2.3332, 1.3296], [0.6529, -3.0372, -1.0072], [1.4370, -4.0083, 0.1868], [2.4969, -2.1197, -1.8960], [2.7332, -3.8658, -1.7433], [4.2444, -3.3433, 0.2874], [3.9702, -1.6090, 0.0228], [5.9380, -3.4317, -3.2196], [4.7088, -4.3743, -2.3233], [7.3625, -5.0520, -1.8940], [6.3589, -4.8305, -0.4443], [8.0448, -2.5203, -1.6479], [8.1527, -3.4069, -0.1462], [6.7218, -1.1247, -0.6169], [5.9700, -2.2378, 0.5085], [4.1079, -1.5581, -3.1701], [5.8984, -1.2596, -3.1291], [4.8111, -0.3556, -2.0857], [-1.7983, -1.2469, 3.0761], [-2.4643, -0.5023, 2.3261], [-2.1194, -2.5092, 3.2402], [-0.7852, -0.7608, 3.6786], [3.9937, 1.3152, 0.6248], [5.2087, 0.9554, 0.5740], [3.1204, 0.3383, 0.5488], [3.6229, 2.5005, 0.8107], [2.1210, -1.7674, -5.1542], [2.5904, -0.7422, -5.7316], [1.7785, -2.7068, -5.8732], [2.0031, -1.7284, -3.8752], [-2.3310, 1.0160, -1.8147], [-1.3835, 0.1983, -1.7673], [-3.4893, 0.5051, -2.1473], [-2.2542, 2.2391, -1.5389]], "forces_ev_per_a": [[1.880, -0.750, -0.593], [-2.123, -1.169, 1.139], [1.560, 0.599, -1.348], [-1.132, 0.964, 0.175], [-0.253, -0.446, -0.495], [0.037, -0.607, 0.256], [0.747, 0.838, 0.398], [-1.052, -1.174, -0.073], [-0.242, 1.975, 0.375], [0.957, 0.181, -0.375], [-0.207, -1.589, 1.144], [-0.349, -0.159, 0.038], [0.021, 0.429, -0.129], [-0.225, -0.054, -0.117], [-0.059, 0.406, 0.186], [-0.015, 0.268, 0.091], [0.148, -0.226, 0.130], [0.540, -0.312, 0.000], [-0.181, -0.005, -0.432], [0.035, 0.515, -0.134], [0.066, 0.019, 0.241], [-0.337, -0.469, 0.410], [-0.160, 0.231, -0.178], [0.243, 0.386, 0.015], [0.153, 0.003, -0.663], [0.596, 0.133, 0.515], [0.564, 1.045, 0.271], [0.390, -1.529, 1.778], [-0.090, -0.988, -0.962], [-0.044, 0.875, -0.766], [-0.057, -0.243, -0.274], [-0.880, -0.017, 0.541], [-0.133, -0.563, 0.057], [-0.643, -0.570, 0.606], [0.078, 0.186, -0.677], [-0.256, -0.235, 0.494], [0.195, -0.013, -0.586], [-0.214, -0.492, -0.060], [-0.351, -0.578, -0.564], [0.389, 0.165, -0.292], [0.214, 0.075, -0.169], [0.010, -0.196, 0.007], [-0.446, 0.124, -0.020], [-0.140, 0.539, -0.308], [0.345, 0.761, 0.156], [0.133, -0.218, 0.056], [-0.010, 0.290, 0.011], [0.138, 0.255, 0.064], [0.260, 0.743, 0.272], [-0.187, 0.169, -0.420], [-0.246, 0.135, -0.307], [0.247, 0.431, 0.100], [0.145, 0.135, 0.317], [-0.163, -0.542, 0.109], [0.209, 0.289, -0.135], [-0.037, -1.100, 0.090], [0.708, 0.804, -0.226], [1.481, 1.042, -0.976], [-0.619, -1.355, -0.589], [-1.176, -1.465, -0.791], [0.157, 0.685, 0.771], [-1.237, -1.198, 0.521], [-0.046, -0.172, -0.561], [0.243, 0.541, 0.329], [-0.753, -0.761, -0.220], [-0.270, 0.316, 0.057], [-0.155, 0.015, -0.218], [-0.239, 0.169, 0.143], [-0.012, -0.299, 0.290], [-0.042, 0.146, 0.475], [0.225, 0.748, 0.144], [-0.227, 0.114, 0.300], [0.025, 0.094, 0.062], [0.297, 0.296, 0.412], [0.303, 0.184, 0.263], [0.298, -0.007, -0.464], [-0.076, -0.060, -0.320], [0.041, 0.079, 0.192], [-0.258, 0.301, 0.016], [0.041, 0.298, 0.429], [0.332, 0.350, 0.357], [0.173, 0.237, -0.477], [0.258, -0.380, -0.109], [0.194, -0.139, -0.047], [0.087, 0.551, 0.386], [1.300, -0.165, 0.105], [-1.940, -0.384, -0.824], [1.270, 1.048, -1.552], [-0.511, -0.178, -0.167], [-0.613, -0.184, -0.038], [0.622, -0.290, 0.508], [-0.513, 0.086, 0.960], [0.785, -0.896, 0.153], [0.697, -0.483, -0.187], [-0.514, 0.300, 0.189], [0.012, 0.694, 0.312], [-0.021, -0.094, 0.212], [0.420, 0.312, -0.147], [-0.521, 0.003, 0.496], [0.183, 0.065, -0.230], [-0.213, 0.330, -0.073], [0.242, -0.074, 0.328], [0.310, -0.775, 0.164], [0.329, -0.554, 0.184], [0.453, 0.699, -0.166], [0.266, -0.007, 0.253], [-0.513, 0.135, 0.066], [-0.363, 0.193, -0.140], [-0.261, 0.434, 0.214], [-0.609, 0.156, -0.380], [0.191, 0.179, 0.244], [-0.365, -0.664, -0.090], [-0.026, -0.336, -0.467], [0.331, 0.123, 0.122], [-0.291, 0.361, -0.037], [-0.760, -0.007, 0.965], [-0.941, 0.678, -0.766], [1.431, -0.875, 0.858], [-0.947, 1.002, -1.048], [0.737, -1.007, 0.877], [-1.179, -0.342, 0.674], [0.593, -0.617, -0.776], [-0.313, 0.348, 0.132], [1.124, 0.375, -0.993], [-1.441, -0.116, -0.213], [-0.089, 0.576, -0.631], [0.658, -0.351, 0.329], [0.214, -0.185, -0.575], [0.143, -0.221, 0.634], [0.013, -0.769, -0.121], [-0.197, 0.151, -0.106], [-0.043, -0.130, -0.020], [0.585, 0.064, -0.193], [0.445, 0.015, 0.006], [0.229, 0.325, -0.405], [0.451, 0.472, -0.888], [0.349, -0.234, -0.185], [-0.476, 0.605, 0.234], [0.440, -0.649, 0.088], [-0.455, 0.618, 0.711], [-0.327, 0.343, 0.072], [-0.557, -0.074, 0.444], [0.209, -0.279, 0.371], [0.236, 0.296, 0.187], [-0.099, 0.124, 0.227], [-0.221, 0.181, 0.334], [-0.349, -0.268, 0.202], [1.146, 0.110, -1.530], [-2.025, -0.465, 1.685], [1.196, -0.009, -1.493], [0.143, -2.533, -0.460], [-1.088, -0.054, -0.664], [2.077, 0.482, 0.264], [0.017, 1.370, -0.083], [1.132, 1.281, 0.480], [0.212, 0.031, -0.095], [0.115, -0.302, 0.013], [-0.214, -0.129, 0.119], [-0.262, -0.861, 0.381], [0.545, 0.731, -0.443], [-0.128, -0.290, -0.120], [0.371, 1.073, 0.796], [-0.147, -0.118, -0.105], [-0.359, 0.517, -0.316], [-0.403, -0.057, 0.059], [-0.083, 0.506, 0.058], [0.109, 0.002, 0.300], [0.341, 0.170, 0.644], [0.220, -0.328, -0.142], [-0.533, -0.198, 0.059], [-0.287, -0.666, 0.257], [-0.736, 0.620, -0.129], [-0.362, -0.241, -0.191], [-0.389, -0.107, -0.089], [-0.059, -0.493, 0.205], [0.550, -0.286, 0.587], [-0.437, -0.005, -0.679], [-0.999, 2.112, -0.335], [0.689, -2.134, -1.083], [0.420, 0.778, 1.103], [0.195, -0.401, -0.234], [0.083, 0.278, 0.084], [0.277, -0.527, 0.341], [0.080, -1.143, 0.156], [-0.851, -0.025, -0.216], [0.157, -0.349, 0.087], [-0.040, 0.224, -0.458], [-0.397, 0.174, 0.255], [0.000, -0.002, -0.184], [0.575, 0.192, 0.157], [-0.555, -0.022, -0.350], [0.523, 0.060, 0.629], [-0.365, -0.526, -0.199], [0.297, 0.337, 0.072], [0.034, -0.179, 0.374], [-0.166, 0.493, -0.494], [-0.117, 0.170, 0.060], [0.055, 0.041, 0.142], [0.391, 0.015, -0.252], [-0.219, 0.081, -0.013], [-0.241, 0.365, 0.851], [-0.087, 0.461, -0.734], [-0.135, 0.201, 0.329], [0.073, -0.244, 0.298], [0.292, -0.012, -0.328], [0.931, 0.689, -0.859], [-0.519, -0.341, 0.050], [-0.098, -0.487, 0.340], [1.625, 0.057, -0.625], [0.127, 1.039, -0.675], [0.034, -1.243, 1.893], [-0.199, 0.939, -0.336], [0.617, -1.914, 1.308], [-1.806, 0.948, -1.058], [0.836, -0.601, -0.388], [-0.288, 0.475, 0.047], [0.224, -0.220, 0.370], [-0.390, -0.344, -0.027], [-0.202, -0.086, 0.191], [0.323, 0.056, 0.008], [-0.304, -0.052, -0.328], [0.192, -0.327, 0.204], [-0.359, 0.413, 0.095], [-0.328, 0.226, 0.143], [-0.509, -0.830, -0.316], [0.685, 0.518, -0.302], [-0.011, 0.059, -0.451], [0.114, 0.255, -0.092], [-0.215, -0.021, -0.152], [-0.073, 0.018, 0.268], [-0.278, 0.389, 0.270], [0.274, 0.046, 0.004], [-0.064, -0.245, -0.362], [-0.062, 0.169, 0.258], [-0.181, 0.547, 0.406], [-0.007, 0.922, -0.387], [-0.639, -0.579, 0.753], [-0.193, -0.398, -0.238], [0.037, 0.564, -0.170], [0.533, -0.494, -0.078], [-1.991, 0.821, 1.589], [0.112, -0.668, -0.481], [0.983, -0.545, 1.214], [0.537, 0.451, 0.405], [-0.142, 0.453, -0.566], [0.185, -0.118, 0.037], [0.078, -0.290, -0.118], [0.300, -0.442, 0.142], [-0.287, -0.150, -0.096], [-0.125, 0.113, 0.137], [0.296, 0.354, 0.194], [-0.195, 0.219, 0.052], [-0.094, 0.119, -0.257], [0.627, 0.162, 0.194], [0.476, -0.261, -0.090], [0.415, -0.110, -0.341], [-0.196, -0.395, -0.654], [0.176, 0.206, -0.491], [-0.236, 0.342, -0.789], [-0.140, 0.064, 0.055], [-0.232, -0.526, 0.108], [-0.041, 0.137, -0.090], [-0.493, -0.147, -0.121], [-0.042, 0.519, -0.100], [0.123, -0.332, 0.142], [0.211, 0.017, 1.031], [-0.637, -1.262, 0.890], [0.328, 0.678, -0.663], [0.176, 0.696, 0.206], [0.539, -0.801, 0.623], [-0.488, -0.158, 1.043], [0.805, 0.765, -0.668], [-0.422, -0.539, 1.094], [0.078, 0.249, -0.169], [0.330, 0.464, 0.451], [-0.023, 0.268, -0.260], [-0.312, -0.024, -0.191], [0.259, 0.233, -0.138], [-0.536, -0.119, -0.422], [0.210, 0.364, -0.221], [0.083, -0.217, -0.140], [0.225, 0.254, -0.096], [0.265, 0.174, -0.763], [-0.300, -0.756, -0.475], [0.046, -0.157, 0.133], [0.071, 0.252, -0.131], [-0.551, 0.205, -0.020], [-0.299, 0.014, -0.415], [0.362, -0.567, -0.871], [-0.040, 0.534, 0.187], [-0.420, 0.423, -0.121], [0.292, -0.211, -0.410], [0.167, -0.311, 0.095], [-0.408, -0.335, 0.276], [-0.053, -0.414, 0.377], [0.861, -0.608, 0.483], [0.290, -0.958, 0.355], [0.458, 2.582, -0.319], [-1.478, -1.110, -0.622], [-0.187, -1.862, 0.518], [-1.303, 1.250, -0.038], [0.834, 2.375, 0.020], [0.550, -1.710, -0.433], [0.228, 1.076, -0.462], [-0.106, -0.088, 0.585], [0.101, -0.314, 1.398], [-0.193, -0.820, -1.702], [-2.597, -1.185, -0.411], [0.366, 1.520, 0.370], [1.684, 1.249, 0.488], [0.552, -1.546, -0.278]], "mulliken_charge": [-0.389, -0.421, 0.242, -0.286, 2.969, -1.367, -0.935, -0.535, -0.632, -0.148, 1.757, -0.112, 0.384, 0.273, -0.207, 0.483, -0.182, 0.517, 0.298, 0.489, 0.611, -0.098, -0.978, 0.130, -0.422, -1.281, -0.515, 1.061, -2.171, 0.072, -1.297, 0.656, -1.484, 0.349, -1.135, 0.245, 0.487, 0.283, 0.392, 0.571, 0.949, 0.164, 0.325, -0.157, 0.451, 0.508, 0.336, 0.256, -0.067, -0.480, 0.521, 0.652, 0.358, 0.384, 0.232, -1.481, -0.192, 1.308, -1.167, -1.325, -0.924, 1.278, -1.514, -0.211, -0.876, 0.339, 0.378, 0.447, 0.257, 0.400, 0.033, 0.513, 0.084, 0.619, 0.788, 0.178, 0.725, 0.115, 0.240, -0.919, 0.503, 0.495, 0.270, 0.307, 0.359, 1.317, -1.716, 0.854, -0.557, -0.557, -1.411, 0.853, -1.632, -0.282, -0.829, 0.096, -0.457, -0.551, 0.608, 0.651, -0.197, 0.781, -0.321, 0.599, 0.687, 0.444, 0.309, 0.268, 1.021, -1.101, 0.800, 0.296, 0.311, 0.329, 0.294, -1.311, -0.668, 0.762, -1.149, 0.666, 0.145, 0.098, -1.303, -0.484, -0.714, 0.364, 0.285, 0.397, 0.356, 0.381, 0.128, -0.400, 0.510, 0.344, -0.037, -0.088, -0.270, 0.641, 0.409, 0.477, 0.392, 0.521, 0.036, 0.275, 0.341, -1.357, 0.705, -0.311, -0.629, 0.396, -0.247, 0.097, -1.144, -0.384, -0.800, 0.471, 0.195, 0.167, -0.414, 0.245, 0.510, 0.029, -0.060, 0.532, 0.510, -0.270, 0.288, -0.065, 0.377, 0.508, 0.571, 0.122, 0.319, 0.367, 0.373, -1.550, 0.479, -0.518, -1.162, 0.286, -0.681, -0.523, 1.386, 0.033, -1.028, 0.322, 0.361, 0.414, -0.459, 0.582, 0.023, 0.720, 0.604, 0.273, 0.413, 0.319, 0.693, -0.011, 0.153, -1.033, 0.339, -0.516, 0.458, 0.399, 0.343, -1.441, -0.605, 0.568, -0.656, 0.254, -0.165, 0.519, -1.132, -0.393, -0.916, 0.446, 0.321, 0.335, 0.225, 0.427, 0.397, -0.562, 0.195, 0.583, -0.121, 0.032, 0.261, -0.175, 0.421, 0.458, 0.388, 0.404, 0.506, 0.329, 0.235, -1.521, -0.002, 2.202, -1.677, 0.922, -0.167, -1.055, -0.554, -0.655, -1.318, 0.180, 0.404, 0.507, -0.519, 0.702, -0.650, -0.927, 0.293, 0.814, 0.495, -0.118, 0.469, 0.343, 0.258, 0.489, 0.366, 0.442, 0.037, 0.426, 0.574, 1.539, -0.739, 0.434, -0.171, 0.734, -0.507, -0.460, -0.884, 0.769, -1.499, -0.605, -0.642, -0.028, -0.098, 0.393, -1.188, 0.677, -0.187, -0.037, 0.450, 0.205, 0.464, 0.219, 0.395, 0.396, -0.027, -0.550, 0.563, 0.929, -0.062, 0.283, -0.503, -0.747, -0.151, 0.141, -0.259, 0.461, -0.752, 0.314, -0.364, -0.756, -0.221, -0.191, -0.076, -0.426, -0.490], "fmax_ha_per_bohr": 0.056, "charge": 6, "e_tot_ev": -145883.775}